No. 1
Computed, not measured: an isolated ion of composition C7H12N4O2 and charge +2 at a distorted geometry, with the ωB97M-V functional and the def2-TZVPD basis.

Last column: Mulliken spin population.
Element x y z (Å)
H  -4.723  2.217  1.360  0.0045
H  3.509  1.278  0.298  0.0001
H  2.723  0.755  -2.331  0.0008
C  -2.142  0.612  0.507  0.3943
H  3.348  -0.548  0.367  0.0012
H  -4.532  -0.434  2.392  0.0040
H  4.481  0.787  -1.670  -0.0005
N  -2.087  -1.451  1.785  0.0339
H  -0.642  1.568  -0.561  0.0191
C  -1.030  0.594  -0.300  0.4896
C  -0.246  -0.586  -0.646  -0.1096
H  -0.798  -1.355  -0.999  0.0205
C  3.061  0.419  -0.181  0.0036
C  -3.806  0.162  1.802  0.2960
H  -2.590  -1.798  2.581  0.0013
H  2.604  -1.398  -1.776  0.0050
C  3.525  0.235  -1.661  0.0047
N  1.075  -0.597  -0.807  0.3893
C  -3.971  1.469  1.191  0.2900
N  -2.961  1.696  0.456  -0.0135
N  -2.702  -0.362  1.342  0.0311
O  3.509  -1.118  -1.972  0.0006
H  -1.077  -1.372  1.906  0.0031
O  1.645  0.484  -0.216  0.1307
H  3.826  -1.256  -2.866  0.0002

Output
2S+1: 3
Total charge: +2
E_tot (a.u.): -642.54139
Frontier orbital gap (spin up / spin down) (eV): 8.227 / 5.863

No. 2
Computed, not measured: a 2-piece molecular cluster, C7H12N4OS overall at a distorted geometry, with the ωB97M-V functional and the def2-TZVPD basis.

Last column: Löwdin charge in e.
Element x y z (Å)
H  0.237  1.100  2.674  0.1353
C  -2.186  -0.494  1.798  -0.1241
H  -3.107  -0.283  1.235  0.0934
S  3.123  -0.511  -2.724  0.8693
C  -0.451  0.271  -3.614  -0.1969
N  0.105  0.741  -4.739  0.0366
N  1.706  -0.250  -3.551  -0.3762
H  -0.660  -0.470  0.249  0.1193
O  3.357  0.853  -2.008  -0.5116
H  2.082  0.712  -5.515  0.1236
H  -2.298  0.047  2.677  0.0498
H  -0.222  -0.560  3.035  0.1067
N  1.467  -0.382  1.702  0.0241
H  -2.067  -1.486  2.065  0.0597
H  2.379  -0.163  2.231  0.2041
C  -0.955  0.134  1.219  -0.2629
H  -1.221  1.223  0.837  0.1500
C  1.382  0.471  -4.707  -0.1946
C  0.169  0.066  2.235  -0.1902
H  -1.390  0.681  -3.269  0.0954
C  1.608  -0.951  0.607  -0.4047
H  0.387  -0.908  -1.903  0.0607
C  0.472  -0.279  -2.784  -0.1182
H  2.954  1.039  -1.006  0.1408
N  1.948  -1.355  -0.403  0.1107

Output
SMILES: OSn1ccnc1.CCCNC#N
2S+1: 1
Total charge: 0
E_tot (a.u.): -966.24356
Frontier orbital gap (eV): 8.100